*a*
Below is an isolated molecule of C2H6N6, with properties calculated with ωB97M-V/def2-TZVPD.

Last columns: bonded neighbours and bond lengths (Å).
Geometry (Å):
1 H 2.8028 -1.1396 0.0133  N2 0.935
2 N 2.0890 -1.6937 0.2516  H1 0.935, C3 1.364
3 C 0.9311 -1.1224 -0.1871  N2 1.364, N4 1.405, N8 1.481
4 N -0.4014 -1.5442 -0.3303  C3 1.405, C5 1.375
5 C -1.1028 -0.4409 0.0966  N4 1.375, N6 1.305, N7 1.415
6 N -2.3988 -0.2996 0.0496  C5 1.305, H10 1.035, H11 1.254
7 N -0.4269 0.7855 -0.1048  C5 1.415, N8 1.464, H12 1.105
8 N 0.9047 0.3246 -0.5001  C3 1.481, N7 1.464, N9 1.364
9 N 1.7461 1.1941 0.1304  N8 1.364, H13 1.046, H14 1.114
10 H -2.9137 -1.1708 -0.1652  N6 1.035
11 H -2.5845 0.4158 1.0622  N6 1.254
12 H -1.2374 1.2222 -0.7153  N7 1.105
13 H 1.6632 2.0561 -0.4558  N9 1.046
14 H 0.9286 1.4130 0.8548  N9 1.114

Summary:
- HOMO-LUMO gap: 8.649 eV
- SMILES string: [H]/N=c1/nc(N)[nH]n1N
- Highest occupied orbital energy: -0.319 hartree

---

*b*
Below is an isolated molecule of C2H6N6, with properties calculated with ωB97M-V/def2-TZVPD.

Last columns: bonded neighbours and bond lengths (Å).
Geometry (Å):
1 C -0.5749 -2.1205 -0.4058  N3 1.311, N4 1.376, H9 1.122
2 C 1.2795 -1.1573 0.7822  N3 1.274, N8 1.285
3 N 0.6240 -2.0222 0.1147  C1 1.311, C2 1.274
4 N -1.5343 -1.1487 -0.2369  C1 1.376, N5 1.254
5 N -1.2137 -0.1071 0.3826  N4 1.254, N6 1.351
6 N -2.2087 0.7675 0.6455  N5 1.351, H10 1.081, H11 0.979
7 N 2.1354 0.6775 -0.5564  N8 1.463, H12 1.049, H13 1.034
8 N 1.9595 -0.0717 0.6879  C2 1.285, N7 1.463, H14 1.012
9 H -0.8942 -3.0344 -0.9735  C1 1.122
10 H -3.1289 0.8430 0.0830  N6 1.081
11 H -1.8547 1.6721 0.5250  N6 0.979
12 H 2.4753 0.1071 -1.3683  N7 1.049
13 H 1.1625 0.9950 -0.7068  N7 1.034
14 H 2.0611 0.4926 1.5213  N8 1.012

Summary:
- HOMO-LUMO gap (spin up / spin down): 7.668 / 7.665 eV
- Highest occupied orbital energy (spin up / spin down): -0.271 / -0.271 hartree

---

Least stable: *a*